[1]
This record from OMol25 describes 8 unconnected molecules or ions with the total composition C21H56F3N2O26P5 at a distorted geometry. The level of theory is the ωB97M-V functional and the def2-TZVPD basis.

Cartesian coordinates (Å):
C -3.73 3.98 6.53
N -3.27 4.61 5.25
O -2.14 4.32 4.90
O -3.99 5.42 4.70
H -4.20 4.71 7.19
H -2.89 3.46 6.98
H -4.50 3.29 6.18
C -0.42 -2.67 -4.53
N 0.24 -1.31 -4.61
O 0.63 -0.88 -3.55
O 0.32 -0.74 -5.67
H -1.41 -2.46 -4.15
H 0.20 -3.29 -3.90
H -0.46 -2.98 -5.57
C -1.39 1.91 -4.14
O -2.03 0.78 -4.76
P -3.59 0.77 -5.04
O -4.48 1.33 -4.01
O -3.70 1.45 -6.45
C -5.01 1.54 -7.05
O -3.91 -0.80 -5.25
C -3.09 -1.52 -6.17
H -0.84 2.46 -4.91
H -0.77 1.56 -3.32
H -2.16 2.62 -3.82
H -4.95 0.96 -7.97
H -5.23 2.58 -7.26
H -5.82 1.07 -6.51
H -2.13 -1.06 -6.40
H -3.58 -1.71 -7.14
H -2.90 -2.48 -5.68
C 6.38 -4.74 -3.49
O 5.39 -3.76 -3.28
P 5.69 -2.26 -3.73
O 6.78 -1.52 -3.07
O 5.93 -2.49 -5.30
C 6.65 -1.49 -6.05
O 4.23 -1.62 -3.61
C 4.05 -0.26 -3.22
H 7.37 -4.34 -3.24
H 6.47 -5.06 -4.53
H 6.25 -5.56 -2.78
H 7.71 -1.71 -6.13
H 6.51 -0.56 -5.51
H 6.27 -1.38 -7.06
H 2.99 -0.06 -3.41
H 4.61 0.49 -3.76
H 4.13 -0.19 -2.13
C -0.73 -0.70 4.24
O -0.05 -0.16 5.34
P -0.75 0.43 6.65
O -2.05 1.08 6.50
O -0.76 -0.80 7.68
C 0.43 -1.52 8.00
O 0.45 1.35 7.21
C 0.55 2.68 6.71
H -0.32 -0.34 3.29
H -1.81 -0.55 4.25
H -0.62 -1.79 4.22
H 1.22 -1.13 7.35
H 0.32 -2.60 7.92
H 0.76 -1.25 9.00
H 0.11 2.80 5.72
H 1.62 2.89 6.60
H 0.17 3.44 7.40
C 4.16 3.31 1.15
O 2.82 2.97 1.56
P 2.39 2.92 3.12
O 3.40 3.35 4.09
O 1.89 1.44 3.34
C 2.67 0.32 2.98
O 1.00 3.67 3.14
C 0.94 5.10 3.16
H 3.99 4.01 0.33
H 4.72 2.43 0.82
H 4.73 3.75 1.96
H 2.33 0.02 1.99
H 2.56 -0.53 3.65
H 3.76 0.46 3.00
H 1.28 5.50 4.12
H -0.13 5.32 3.14
H 1.55 5.55 2.38
C -1.73 2.10 2.27
O -2.22 1.59 1.02
P -1.25 0.67 0.14
O -0.82 -0.56 0.82
O -0.11 1.67 -0.32
C 1.04 1.23 -1.03
O -2.13 0.43 -1.20
C -2.96 -0.69 -1.34
H -2.55 2.40 2.91
H -1.19 3.03 2.07
H -1.12 1.31 2.71
H 1.14 0.14 -0.94
H 1.89 1.73 -0.57
H 1.00 1.41 -2.10
H -2.91 -1.45 -0.55
H -2.82 -1.30 -2.24
H -4.01 -0.39 -1.37
C -0.47 -3.75 -0.14
C -1.51 -4.36 0.79
O -2.78 -3.83 0.39
C -3.88 -4.51 0.57
O -3.91 -5.63 1.01
C -5.22 -3.86 0.17
F -6.13 -4.06 1.11
F -5.05 -2.53 -0.01
F -5.65 -4.38 -0.98
H 0.51 -4.10 0.19
H -0.48 -2.66 -0.20
H -0.63 -3.96 -1.20
H -1.33 -4.10 1.83
H -1.54 -5.43 0.60

Computed properties:
HOMO-LUMO gap	0.3874	hartree
2S+1	1
energy relative to the best compared isomer or geometry (same formula, charge and spin)	14.70	kcal/mol
LUMO energy	0.05	eV
calculated total energy	-133502.9527	eV


[2]
This record from OMol25 describes 10 unconnected molecules or ions with the total composition C21H57F6N3O24PS6 at a distorted geometry. The level of theory is the ωB97M-V functional and the def2-TZVPD basis.

Cartesian coordinates (Å):
P -0.61 -0.42 -0.70
F 0.91 -0.74 -1.16
F -0.68 0.88 -1.66
F -1.20 -1.28 -1.97
F -2.13 -0.09 -0.21
F -0.69 -1.78 0.21
F -0.05 0.40 0.54
C 0.31 5.68 -3.70
N -0.45 4.42 -3.61
O -1.64 4.55 -3.41
O 0.18 3.39 -3.50
H 1.12 5.57 -4.42
H 0.75 5.81 -2.72
H -0.37 6.48 -3.98
C 1.24 -3.84 -2.56
N 0.92 -5.30 -2.46
O 1.26 -6.04 -3.37
O 0.36 -5.66 -1.45
H 0.99 -3.40 -1.60
H 0.62 -3.52 -3.40
H 2.29 -3.77 -2.83
C -4.50 -1.34 -2.09
N -5.32 -0.19 -1.64
O -4.84 0.65 -0.93
O -6.50 -0.23 -1.96
H -4.48 -1.34 -3.18
H -4.83 -2.29 -1.68
H -3.50 -1.21 -1.68
O -0.29 4.57 -0.57
S -1.26 4.04 0.36
O -0.81 3.29 1.49
O -2.16 5.28 0.96
C -2.54 6.31 0.04
C -3.93 6.82 0.39
C -2.61 3.25 -0.51
H -2.45 5.99 -1.00
H -1.78 7.09 0.14
H -4.22 7.47 -0.43
H -3.96 7.25 1.39
H -4.61 5.96 0.42
H -2.19 2.36 -0.99
H -2.84 3.86 -1.39
H -3.44 3.07 0.16
O 4.62 0.64 -7.78
S 4.60 1.32 -6.50
O 4.98 2.70 -6.44
O 3.17 1.22 -5.79
C 2.51 -0.05 -5.78
C 1.52 -0.12 -4.63
C 5.64 0.46 -5.29
H 3.23 -0.86 -5.59
H 2.12 -0.31 -6.76
H 0.82 -0.95 -4.82
H 0.91 0.77 -4.51
H 1.95 -0.49 -3.70
H 5.31 -0.53 -5.00
H 5.60 1.06 -4.38
H 6.65 0.47 -5.69
O 1.24 -5.11 2.50
S 0.07 -5.91 2.23
O 0.18 -7.10 1.45
O -0.70 -6.38 3.58
C -0.82 -5.36 4.60
C -1.52 -6.09 5.73
C -1.19 -4.83 1.52
H -1.46 -4.55 4.25
H 0.13 -4.97 4.95
H -2.59 -6.17 5.46
H -1.74 -5.55 6.66
H -1.14 -7.09 5.91
H -2.10 -5.42 1.48
H -0.89 -4.55 0.52
H -1.18 -3.97 2.19
O 0.17 -2.03 3.60
S 1.26 -1.12 3.34
O 1.05 0.30 3.31
O 2.37 -1.38 4.48
C 2.51 -2.72 4.97
C 3.74 -2.77 5.86
C 2.28 -1.64 1.94
H 2.59 -3.45 4.16
H 1.58 -2.99 5.48
H 3.50 -2.27 6.80
H 4.56 -2.21 5.41
H 4.03 -3.80 6.05
H 3.28 -1.27 2.20
H 2.01 -1.22 0.98
H 2.24 -2.72 1.90
O 1.73 1.98 1.43
S 2.84 2.27 0.59
O 3.81 3.23 1.08
O 3.56 0.85 0.36
C 4.78 0.72 -0.37
C 4.52 -0.12 -1.63
C 2.44 2.69 -1.10
H 5.49 0.28 0.31
H 5.10 1.70 -0.75
H 5.39 0.04 -2.27
H 3.57 0.04 -2.12
H 4.51 -1.18 -1.37
H 3.36 2.92 -1.64
H 1.94 3.66 -1.08
H 1.86 1.87 -1.51
O -1.35 1.34 3.17
S -2.67 0.89 3.41
O -3.26 0.97 4.72
O -3.65 1.68 2.36
C -5.05 1.58 2.62
C -5.81 2.65 1.86
C -2.83 -0.79 2.84
H -5.28 1.70 3.68
H -5.42 0.62 2.27
H -5.57 3.67 2.16
H -6.84 2.48 2.17
H -5.73 2.61 0.77
H -3.70 -0.78 2.18
H -2.82 -1.55 3.61
H -2.06 -0.96 2.08

Computed properties:
HOMO-LUMO gap	0.3667	hartree
2S+1	1
energy relative to the best compared isomer or geometry (same formula, charge and spin)	0.00	kcal/mol
net charge	-1
LUMO energy	1.85	eV
calculated total energy	-166914.1043	eV